18
Properties=species:S:1:pos:R:3:lowdin_charge:R:1 method="wB97M-V/def2-TZVPD" multiplicity=1 e_homo_ev=-7.004 gap_ev=6.0 e_above_lowest_kcal_mol=156.3 charge=0 e_lumo_ha=-0.0383 total_energy_ha=-343.8876
N 2.163 -0.378 -0.553 0.05
N -0.382 -1.949 -0.840 0.00
C -0.469 -0.842 1.278 0.10
C 0.839 0.203 -0.738 -0.41
C -0.284 -0.754 -0.187 -0.56
C -2.785 0.598 0.366 0.20
C 0.812 1.616 -0.171 -0.07
C -1.730 0.007 0.345 -0.07
H -1.332 -2.087 -1.193 0.01
H 2.438 -0.359 0.423 0.07
H 0.159 -0.247 1.938 0.10
H 0.645 0.258 -1.814 0.13
H 1.020 1.625 0.903 0.07
H -0.946 -1.749 1.637 0.11
H -3.726 1.081 0.477 0.05
H 2.150 -1.350 -0.851 0.07
H 1.574 2.223 -0.665 0.08
H -0.146 2.104 -0.354 0.07

---

57
Properties=species:S:1:pos:R:3:lowdin_charge:R:1 method="wB97M-V/def2-TZVPD" multiplicity=3 e_homo_ev="1.329 / -0.290" gap_ev="3.0 / 4.6" e_above_lowest_kcal_mol=0.0 charge=-2 e_lumo_ha="0.1589 / 0.1588" total_energy_ha=-5872.8006
Se 1.863 -0.586 0.115 0.62
Ni 1.048 -1.218 2.232 -0.26
S 0.962 0.794 2.795 0.55
P 0.982 1.758 -1.863 1.02
N 0.608 1.518 5.304 0.00
N 0.278 -0.694 4.923 -0.04
N 1.231 -3.271 2.118 0.00
N 0.534 -1.650 4.000 -0.14
C 0.101 -5.176 3.106 -0.07
C 1.843 3.762 -5.226 -0.09
C 0.532 0.539 4.463 -0.91
C 0.355 -0.842 -1.000 -0.65
C 1.851 2.948 -4.069 -0.12
C 0.317 0.094 -2.092 -0.46
C 0.389 -6.003 2.007 -0.15
C 0.597 4.127 -5.793 -0.12
C -0.509 -1.765 -3.446 -0.13
C -0.580 3.622 -5.249 -0.10
C -0.632 -3.343 5.383 -0.09
C 0.173 -2.893 4.204 -0.33
C -2.248 4.269 0.395 -0.12
C -2.151 2.859 0.571 -0.09
C -1.128 2.076 0.025 -0.09
C 1.158 -5.421 1.020 -0.17
C -0.106 -0.427 -3.337 -0.13
C -0.578 2.946 -3.998 -0.09
C -0.360 4.035 -1.126 -0.12
C -0.543 -1.954 -1.002 -0.13
C 1.445 -4.069 1.031 -0.17
C 0.647 2.601 -3.458 -0.43
C -0.273 2.649 -0.925 -0.38
C -0.895 -2.456 -2.232 -0.11
C 0.499 -3.817 3.153 -0.26
C -1.280 4.870 -0.420 -0.11
H -2.851 2.344 1.261 0.10
H -0.969 1.058 0.366 0.08
H -0.217 -4.267 5.897 0.07
H -0.718 -2.428 6.058 0.06
H -0.090 0.278 -4.209 0.09
H 0.938 2.432 4.910 0.09
H -3.041 4.840 0.944 0.09
H -0.465 -5.637 3.881 0.07
H -0.891 -2.404 -0.082 0.09
H 0.465 4.769 -6.662 0.08
H 0.370 4.506 -1.829 0.11
H 0.011 -7.028 1.812 0.08
H 1.586 -5.996 0.251 0.05
H -1.406 -3.402 -2.253 0.08
H -1.248 5.937 -0.656 0.08
H -1.524 3.867 -5.698 0.08
H 1.992 -3.570 0.239 0.07
H -1.625 -3.727 5.116 0.05
H 0.113 1.481 6.208 0.09
H 2.765 2.588 -3.577 0.09
H 2.795 4.016 -5.689 0.08
H -1.519 2.684 -3.501 0.12
H -0.602 -2.224 -4.397 0.05

---

16
Properties=species:S:1:pos:R:3:lowdin_charge:R:1 method="wB97M-V/def2-TZVPD" multiplicity=1 e_homo_ev=-8.596 smiles=NCNCCS gap_ev=9.5 e_above_lowest_kcal_mol=23.0 charge=0 e_lumo_ha=0.0328 total_energy_ha=-627.9579
S 1.986 -2.430 -1.470 0.68
N -1.416 1.451 2.129 -0.01
N -0.239 0.551 0.129 -0.09
C 0.196 -0.808 -0.001 -0.32
C 1.045 -0.883 -1.283 -0.59
C -1.412 1.245 0.642 -0.28
H -1.360 2.229 0.190 0.10
H 0.834 -1.169 0.828 0.10
H -0.523 -1.618 -0.111 0.11
H 2.381 -2.231 -2.726 -0.16
H -2.282 0.651 0.368 0.11
H 0.557 1.162 0.180 0.10
H -1.058 0.568 2.481 0.05
H 0.314 -0.828 -2.107 0.07
H -0.645 2.097 2.264 0.05
H 1.621 0.014 -1.512 0.07

---

118
Properties=species:S:1:pos:R:3:lowdin_charge:R:1 method="wB97M-V/def2-TZVPD" multiplicity=1 e_homo_ev=-7.922 smiles=CCN(CC)CC.CCN(CC)CC.CCN(CC)CC.CCN(CC)CC.CCN(CC)CC.ClCCCl gap_ev=8.6 e_above_lowest_kcal_mol=483.2 charge=0 e_lumo_ha=0.0256 total_energy_ha=-2459.8841
Cl 1.821 1.338 -0.396 0.57
Cl 1.055 -1.606 0.219 0.68
N -2.169 2.736 -3.995 -0.15
N -0.847 -5.085 -2.038 -0.20
N -2.867 -0.538 2.030 -0.18
N 6.332 -2.556 1.847 -0.13
N -0.431 5.471 2.094 -0.11
C 7.026 -2.710 0.592 -0.32
C -1.242 5.075 -0.018 -0.12
C 0.585 3.515 3.404 -0.08
C -0.974 -3.535 -0.090 -0.12
C -3.929 3.735 -2.547 -0.10
C -0.783 6.871 2.352 -0.33
C -4.434 -1.695 0.430 -0.10
C 1.528 -5.033 -2.619 -0.11
C -0.043 5.191 0.688 -0.25
C 0.205 7.748 2.685 -0.15
C -0.048 -0.610 -0.712 -0.54
C 0.131 0.947 -0.288 -0.62
C -1.631 4.464 -5.388 -0.12
C 4.838 -2.488 1.725 -0.27
C -2.846 2.030 2.198 -0.07
C -1.762 -5.666 -2.966 -0.38
C 0.447 -5.703 -1.756 -0.26
C 6.983 -2.563 4.406 -0.10
C -4.203 -0.802 1.645 -0.30
C 7.361 -3.956 0.146 -0.15
C -1.798 0.342 -4.272 -0.06
C 6.847 -3.311 3.016 -0.25
C -2.601 0.704 2.856 -0.18
C -1.552 -4.747 -0.813 -0.26
C -1.930 1.716 -5.016 -0.19
C 4.323 -1.136 1.374 -0.13
C -2.047 -6.993 -2.974 -0.16
C -2.226 -1.666 2.464 -0.37
C -2.153 -1.907 3.879 -0.06
C -1.625 3.964 -4.143 -0.42
C 0.670 4.958 3.085 -0.20
C -3.564 2.945 -3.668 -0.29
H 0.221 -0.762 -1.757 0.08
H -4.105 3.346 -4.368 0.06
H -1.986 4.650 0.402 0.00
H -1.832 -0.494 -4.781 0.01
H -1.153 1.882 -5.800 0.12
H 7.815 -3.737 2.903 0.08
H -2.569 2.610 3.082 0.09
H -2.364 -7.416 -4.066 0.13
H -1.324 6.811 3.268 0.11
H 3.319 -0.822 1.515 -0.01
H 6.547 -1.980 -0.248 0.18
H 1.196 7.567 2.947 0.06
H -1.695 -5.570 -0.226 0.09
H -0.414 1.768 -0.649 0.03
H -1.089 4.624 -0.986 0.08
H -2.980 -7.130 -2.329 0.09
H -2.466 5.081 -5.428 0.06
H -3.956 -2.628 0.682 0.04
H 7.831 -1.810 4.481 0.07
H 1.411 -5.217 -3.731 0.08
H -5.501 -1.933 0.314 0.07
H 4.907 -0.406 2.121 0.12
H -0.192 1.249 0.750 0.06
H 0.591 8.177 1.635 0.14
H -0.956 0.250 -3.570 0.07
H -2.503 2.277 1.135 0.11
H 8.000 -2.501 0.659 0.07
H 0.301 6.058 0.305 0.09
H -1.666 6.130 -0.189 0.12
H 7.174 -3.190 5.181 0.00
H 4.755 -0.925 0.338 0.08
H 5.932 -1.858 4.575 0.13
H -2.645 0.187 -3.640 0.05
H -2.931 1.634 -5.669 0.15
H 2.408 -5.577 -2.342 0.05
H -0.776 5.198 -5.654 0.13
H -1.042 -5.414 -3.835 0.14
H -0.563 3.858 -3.933 0.13
H -1.435 -7.913 -2.586 0.11
H 7.512 -4.770 0.916 0.12
H -4.056 -1.267 -0.631 0.12
H 4.396 -3.215 1.157 0.08
H -0.383 3.459 3.700 0.04
H -1.422 -3.201 0.898 0.05
H 0.288 -3.627 0.093 0.06
H -3.760 4.753 -2.582 0.05
H 0.877 2.821 2.740 0.04
H 0.748 -5.612 -0.644 0.14
H 1.504 -3.920 -2.442 0.08
H 6.538 -4.266 -0.429 0.07
H -4.093 1.979 -3.672 0.13
H -0.055 8.367 3.446 0.06
H -2.149 -1.353 4.714 0.03
H -1.575 7.181 1.562 0.15
H -4.932 0.112 1.550 0.14
H 0.738 5.539 4.020 0.12
H -0.629 -2.532 -0.543 -0.01
H -1.984 3.900 -6.272 0.10
H -2.557 -4.896 -3.064 0.14
H 1.040 3.226 4.236 0.04
H 0.632 -6.734 -2.178 0.11
H -1.045 -2.233 3.968 0.13
H -3.575 3.401 -1.504 0.11
H -1.614 0.838 2.925 0.07
H -2.943 -2.624 3.969 0.08
H -4.843 -1.268 2.493 0.13
H -1.194 -1.354 2.171 0.12
H 0.446 4.304 0.678 0.09
H 4.400 -2.720 2.685 0.10
H 1.690 5.137 2.715 0.11
H -0.874 -0.955 -0.442 -0.06
H 8.279 -3.980 -0.283 0.06
H -2.172 -2.401 1.872 0.00
H -3.306 0.560 3.682 0.14
H -3.745 2.213 1.979 -0.03
H -5.019 3.816 -2.402 0.10
H 6.305 -4.311 3.299 0.13
H -1.616 4.561 -3.387 0.06
H -2.559 -4.450 -0.931 0.09

---

13
Properties=species:S:1:pos:R:3:lowdin_charge:R:1 method="wB97M-V/def2-TZVPD" multiplicity=1 e_homo_ev=-9.813 smiles="CC=O.C=C" gap_ev=10.9 e_above_lowest_kcal_mol=31.3 charge=0 e_lumo_ha=0.0404 total_energy_ha=-232.3957
O 1.526 -1.261 0.526 0.02
C -0.476 1.716 0.358 -0.09
C -0.738 -1.788 -0.079 -0.06
C 0.640 -1.219 -0.294 -0.35
C 0.803 1.917 0.062 -0.08
H 1.599 1.575 0.718 0.05
H -1.275 2.042 -0.303 0.05
H -0.780 -2.775 -0.558 0.08
H -1.503 -1.161 -0.547 0.07
H 1.107 2.414 -0.856 0.05
H -0.775 1.219 1.279 0.06
H 0.814 -0.770 -1.294 0.11
H -0.941 -1.908 0.988 0.08

---

7
Properties=species:S:1:pos:R:3:lowdin_charge:R:1 method="wB97M-V/def2-TZVPD" multiplicity=1 e_homo_ev=-9.440 smiles="Nc1nc1=O" gap_ev=9.9 e_above_lowest_kcal_mol=31.2 charge=0 e_lumo_ha=0.0174 total_energy_ha=-262.1142
O -1.406 -1.612 1.327 0.09
N 0.065 -1.317 -0.649 0.23
N 0.558 1.087 -0.283 0.18
C 0.036 -0.099 -0.085 -0.27
C -0.694 -1.184 0.479 -0.46
H 0.306 1.865 0.307 0.12
H 1.135 1.261 -1.096 0.12